No. 1
Formula: C24H43IrN2P3S2
Source: the Open Molecules 2025 dataset
Level of theory: ωB97M-V/def2-TZVPD

```
75
Properties=species:S:1:pos:R:3:forces:R:3:lowdin_charge:R:1
Ir -0.530 -1.410 0.271 -0.35 1.57 -0.10 0.4189
P -0.595 -1.469 2.486 0.00 0.11 0.04 0.5838
P 1.642 -1.460 0.033 0.02 0.10 -0.03 0.5618
P -1.091 -3.381 -0.434 -0.48 -1.59 -0.55 0.5700
H -3.834 0.681 -2.233 0.05 -0.62 -0.06 0.0679
C -3.695 -0.365 -1.909 -0.80 0.47 0.67 -0.0517
C -3.641 -0.605 -0.587 -1.10 0.04 -0.30 -0.1317
H -3.923 0.108 0.196 0.63 0.34 -0.55 0.0565
C -0.208 0.203 3.126 -0.14 0.25 0.52 -0.2573
C 0.552 -2.599 3.345 -0.45 0.07 0.25 -0.2231
C -2.282 -1.857 3.002 -0.08 0.12 0.72 -0.2449
C 2.022 -1.076 -1.704 0.77 -0.14 -0.21 -0.2390
C 2.561 -0.269 1.033 0.61 0.12 -0.24 -0.2545
C 2.484 -3.034 0.423 0.04 0.30 -0.25 -0.2172
C -2.882 -3.608 -0.682 0.01 -0.03 -0.48 -0.2515
C -0.564 -4.723 0.719 -0.14 0.12 -0.64 -0.2185
C -0.356 -3.694 -2.097 -0.29 -0.46 0.26 -0.2362
H -3.843 -1.135 -2.692 0.62 0.39 0.63 0.0914
H -3.674 -1.606 -0.200 0.05 0.10 0.05 -0.0085
H -0.158 0.941 2.311 -0.01 -0.31 0.22 -0.0030
H 0.755 0.195 3.654 -0.31 0.05 -0.04 0.0457
H -0.998 0.507 3.825 0.27 0.06 -0.02 0.0563
H 1.573 -2.194 3.330 -0.32 -0.15 0.03 0.0490
H 0.523 -3.583 2.859 0.07 0.31 0.27 0.0244
H 0.205 -2.703 4.381 0.28 -0.05 -0.11 0.0739
H -2.988 -1.419 2.289 0.15 -0.09 0.16 0.0304
H -2.470 -1.435 3.994 -0.19 -0.26 0.02 0.0600
H -2.420 -2.942 3.027 -0.05 0.16 0.02 0.0550
H 2.992 -1.528 -1.965 -0.18 0.38 -0.30 0.0733
H 2.064 0.018 -1.797 0.23 -0.50 0.10 0.0048
H 1.234 -1.447 -2.375 0.42 0.00 0.33 0.0157
H 3.631 -0.505 0.951 -0.10 0.26 0.19 0.0703
H 2.251 -0.298 2.083 0.12 -0.19 -0.26 0.0201
H 2.362 0.737 0.642 0.15 -0.47 0.19 -0.0025
H 3.562 -2.824 0.349 -0.25 -0.36 0.03 0.0704
H 2.191 -3.817 -0.290 0.25 0.20 0.26 0.0431
H 2.232 -3.343 1.447 0.21 0.09 -0.42 0.0335
H -3.139 -4.519 -1.230 0.10 -0.10 0.32 0.0715
H -3.206 -2.757 -1.316 0.16 -0.94 0.38 0.0058
H -3.371 -3.577 0.308 0.03 -0.07 -0.57 0.0640
H -0.880 -5.695 0.310 0.16 0.23 0.32 0.0724
H -1.042 -4.533 1.700 0.24 -0.25 -0.57 0.0403
H 0.535 -4.687 0.806 -0.62 -0.18 0.09 0.0233
H -0.900 -4.515 -2.593 0.41 0.24 0.04 0.0654
H 0.710 -3.950 -1.975 -0.44 0.08 -0.24 0.0432
H -0.456 -2.767 -2.689 0.01 -0.51 0.20 0.0245
C -1.366 2.023 -1.822 -0.36 0.73 0.79 -0.5678
C -1.038 0.830 -2.517 1.21 -1.03 -0.78 -0.1097
C -0.737 0.910 -3.899 0.10 -1.17 1.41 -0.0268
C -0.771 2.108 -4.609 -1.73 -0.07 0.22 0.0150
C -1.157 3.258 -3.901 -0.42 0.56 0.36 -0.0153
C -1.383 3.237 -2.526 0.18 0.72 -1.05 -0.0831
S -1.790 2.078 -0.137 0.73 -1.86 -0.09 1.0375
H -2.522 3.177 0.154 0.23 0.48 -0.97 -0.0281
H -0.917 -0.158 -1.987 -0.43 1.05 -0.43 0.0625
H -0.532 -0.020 -4.440 0.00 0.31 0.30 0.1338
H -0.811 2.086 -5.708 0.57 0.19 0.55 0.1504
H -1.428 4.133 -4.477 0.47 0.31 0.19 0.1340
H -1.534 4.134 -1.924 -0.35 0.03 -0.63 0.1166
N 1.954 2.570 -2.307 -0.50 0.59 1.00 0.2054
C 1.889 3.230 -1.139 0.00 0.85 -0.75 -0.5948
N 1.925 2.666 0.049 0.11 0.10 1.44 0.1250
C 2.006 3.590 1.060 -0.14 -1.21 -1.94 -0.2549
C 2.266 3.316 2.407 0.35 0.71 2.05 0.0416
C 2.442 4.390 3.295 -0.06 -1.57 -0.36 0.0102
C 2.230 5.727 2.882 -0.18 0.17 -0.20 0.0427
C 1.907 5.977 1.540 -0.14 0.31 -0.80 -0.0250
C 1.877 4.934 0.624 0.15 1.23 0.54 -0.4304
S 1.768 5.009 -1.105 0.04 -0.21 -0.23 1.1534
H 2.007 3.118 -3.155 -0.03 -0.17 -0.08 0.1305
H 1.678 1.589 -2.371 0.43 0.48 0.07 0.0868
H 2.352 2.283 2.744 0.10 0.32 -0.09 0.1178
H 2.738 4.207 4.332 -0.21 -0.06 -0.40 0.1363
H 2.310 6.556 3.617 -0.05 -0.64 -0.68 0.1561
H 1.701 6.981 1.185 0.21 0.01 0.20 0.1334
```
Forces are in eV/Å.

Properties
LUMO (alpha / beta)	-8.412 / -12.476	eV
HOMO-LUMO gap (alpha / beta)	5.4 / 4.0	eV
energy above the lowest of the compared OMol25 structures with the same formula, charge and spin	44.58	kJ/mol
total charge	+3
energy	-2973.50002	Ha
2S+1	5

No. 2
Formula: C24H43N3O4
Source: the Open Molecules 2025 dataset
Level of theory: ωB97M-V/def2-TZVPD

```
74
Properties=species:S:1:pos:R:3:forces:R:3:lowdin_charge:R:1
C -0.062 -3.981 0.231 -1.21 0.36 -1.54 -0.0578
C 0.113 -4.336 1.676 1.56 -0.14 -0.46 -0.4686
C 1.689 -4.487 1.940 -0.08 0.02 0.40 -0.1152
C 2.528 -3.200 2.114 -1.36 -0.58 0.50 -0.1877
C 1.783 -2.234 3.054 -0.08 0.01 -0.40 -0.1211
C 0.217 -1.975 2.686 2.38 0.79 1.35 -0.4533
N -0.451 -3.289 2.533 1.31 0.17 1.07 -0.1028
O -1.823 -3.132 2.262 -0.23 0.53 -0.44 -0.0215
C -0.394 -1.246 3.897 0.69 -1.24 0.13 -0.0466
C 0.254 -0.934 1.564 -0.64 -0.29 -0.74 -0.0479
C -0.663 -5.682 1.951 1.53 0.90 0.13 0.0033
H 0.304 -3.027 -0.147 0.86 -0.11 0.49 0.0523
H -1.120 -3.814 0.030 -0.35 -0.39 0.07 0.0865
H 0.244 -4.787 -0.436 0.23 0.04 0.01 0.0889
H 1.892 -5.099 2.819 -0.51 0.10 0.46 0.1015
H 2.240 -5.055 1.189 -0.78 -0.24 -0.65 0.1102
H 2.805 -2.745 1.163 -0.38 0.15 -0.12 0.1019
H 3.472 -3.524 2.552 0.08 0.19 0.16 0.1055
H 2.408 -1.341 3.027 -0.72 0.84 -0.34 0.1076
H 1.948 -2.482 4.103 -0.59 -0.80 0.10 0.1068
H -1.433 -0.991 3.688 0.16 0.31 0.29 0.0857
H -0.291 -1.925 4.744 -0.59 -0.14 0.15 0.0800
H 0.280 -0.434 4.171 -0.43 0.49 -0.31 0.0693
H -0.738 -0.872 1.116 0.14 -0.35 -0.71 0.0903
H 0.395 0.106 1.857 0.29 -0.23 0.79 0.0536
H 1.083 -1.123 0.882 -0.49 -0.18 -0.47 0.0707
H -1.652 -5.457 2.350 0.09 -0.50 -0.33 0.0669
H -0.080 -6.254 2.673 -0.27 -0.05 0.23 0.0734
H -0.674 -6.266 1.031 -0.43 0.04 0.09 0.0811
H -2.232 -3.802 2.815 -0.16 0.23 0.24 0.0885
C -0.527 3.787 -2.933 -0.14 0.23 -0.05 -0.0585
C -0.853 2.503 -3.681 1.41 -2.06 0.09 -0.4628
C 0.377 2.347 -4.704 -1.22 0.00 -0.05 -0.1270
C 0.682 0.958 -5.187 -1.43 -1.46 0.56 -0.1815
C 0.676 -0.130 -4.033 1.33 1.62 -2.33 -0.1301
C -0.510 -0.047 -3.119 -0.54 -0.28 1.79 -0.5002
N -0.774 1.362 -2.705 1.81 -0.14 0.36 -0.0812
O -1.722 1.437 -1.634 -0.36 -0.21 -1.25 -0.0255
C -1.700 -0.717 -3.774 -1.07 0.57 -1.24 -0.0525
C -0.191 -0.940 -1.850 -0.15 1.47 -0.09 -0.0381
C -2.249 2.562 -4.306 0.80 0.51 -0.79 -0.0254
H -0.570 4.616 -3.639 -0.78 0.26 0.09 0.0907
H 0.504 3.892 -2.595 -0.02 -0.78 0.26 0.0741
H -1.182 3.876 -2.067 -0.08 0.57 -0.21 0.0722
H 0.149 2.862 -5.637 -0.28 0.67 0.17 0.1105
H 1.259 2.843 -4.298 -0.04 -0.19 0.27 0.1075
H 1.518 0.972 -5.887 0.60 -0.27 0.60 0.1076
H -0.108 0.609 -5.851 -0.48 0.33 -0.16 0.0957
H 1.658 0.015 -3.582 -0.17 -0.50 0.74 0.1185
H 0.606 -1.072 -4.576 0.40 -0.30 0.39 0.1145
H -1.931 -0.251 -4.732 0.46 -0.12 -0.46 0.0585
H -1.541 -1.778 -3.967 -0.05 -0.04 0.25 0.0891
H -2.662 -0.529 -3.298 0.24 -0.35 0.83 0.0895
H -1.118 -1.148 -1.317 0.04 -0.30 -0.12 0.0756
H 0.367 -1.845 -2.090 -0.30 -0.06 -0.33 0.0796
H 0.421 -0.384 -1.139 0.13 0.19 -0.17 0.0645
H -2.630 1.715 -4.876 0.44 -0.51 0.50 0.0669
H -2.105 3.286 -5.108 -0.83 0.81 0.27 0.0786
H -2.953 2.796 -3.508 -0.15 0.39 -0.39 0.0853
H -1.295 1.991 -0.976 0.45 -0.01 0.17 0.0447
C 0.420 4.378 5.051 0.46 0.01 -0.76 -0.0657
C 0.281 3.101 4.502 0.68 0.34 -1.66 -0.0453
C 0.342 2.939 3.092 -0.54 -0.23 0.22 0.0143
C 0.441 4.025 2.221 -0.01 -0.58 1.54 -0.1475
C 0.616 5.266 2.797 0.12 1.25 0.22 -0.0088
C 0.622 5.472 4.194 0.10 -1.19 -0.85 -0.0491
N 0.352 3.848 0.763 -0.80 -0.68 -2.21 -0.2574
O 0.385 4.870 0.053 0.14 -2.07 1.54 0.0790
O 0.155 2.676 0.294 0.70 3.06 1.59 0.0327
H 0.507 4.492 6.121 -0.20 0.10 0.07 0.1044
H 0.292 2.210 5.113 -0.30 0.04 0.10 0.0996
H 0.268 1.970 2.621 -0.04 -0.19 0.29 0.0829
H 0.780 6.109 2.142 -0.04 0.13 -0.01 0.1141
H 0.902 6.445 4.570 -0.29 0.06 0.07 0.1041
```
Forces are in eV/Å.

Properties
LUMO	-1.160	eV
HOMO-LUMO gap	6.4	eV
total charge	0
SMILES	O=[N+]([O-])c1ccccc1.CC1(C)CCCC(C)(C)N1O.CC1(C)CCCC(C)(C)N1O
energy	-1405.23743	Ha